Entry 1:
Density functional theory data (wB97M-V/def2-TZVPD) for a 2-piece molecular cluster, C7H15NS overall at a distorted geometry.

The geometry in XYZ format:
```
24
Properties=species:S:1:pos:R:3:forces:R:3
N -0.491164 -1.154048 1.949167 -1.446 -1.032 1.910
H 2.527062 1.331409 -2.037193 0.171 -0.869 1.117
H -0.234993 -0.020492 -1.430478 -0.234 -3.255 0.027
H 1.431118 4.401098 -1.860015 0.076 1.462 1.360
H -0.843456 -2.900765 0.924942 1.401 -1.268 -1.912
H -0.059234 1.400433 2.012562 1.245 -0.836 -1.597
H -2.868519 -2.833632 1.001761 0.082 0.192 1.004
C 0.066328 -0.549022 1.014728 0.865 0.208 0.209
C -2.452424 -2.594940 2.023225 -1.354 -2.684 -0.799
C -0.965004 -2.507711 1.876168 0.266 0.978 1.478
C 0.507394 0.769605 1.228718 -0.156 2.852 -1.041
H 2.014204 -0.256794 -1.187690 0.803 0.361 -0.203
H -2.913695 -1.694050 2.306224 -0.516 1.078 0.868
H -1.296103 1.343394 -1.480688 0.130 0.177 0.515
H 0.049303 1.235914 -2.590442 0.342 0.024 -0.256
H 0.631350 3.865931 -3.234182 -0.440 0.041 -0.294
C 1.459496 3.625786 -2.566838 0.343 -1.438 -0.997
S 0.896577 1.603674 -0.313151 0.070 -0.367 1.248
C 2.422135 0.764362 -1.063182 -2.854 0.371 -1.372
H 3.270653 0.789188 -0.430146 0.547 0.257 0.719
C -0.280664 0.974080 -1.596177 0.399 2.965 -0.213
H -0.508684 -3.100507 2.683795 0.238 0.116 -0.504
H 0.366531 -1.009283 0.084115 -0.021 -0.710 -0.568
H -2.728211 -3.483631 2.684777 0.041 1.375 -0.699
```
Forces are in eV/Å.

Calculated values
E_LUMO (alpha / beta): -1.64 / -1.64 eV
electronic energy: -19819.084 eV
energy relative to the best compared isomer or geometry (same formula, charge and spin): 156.6 kcal per mole
molar mass: 145.3 Da
frontier orbital gap (alpha / beta): 5.337 / 5.336 eV



Entry 2:
Density functional theory data (wB97M-V/def2-TZVPD) for C14H14BrF6IN7PRe as an isolated structure.

The geometry in XYZ format:
```
45
Properties=species:S:1:pos:R:3:forces:R:3
Br 2.281039 -0.240378 1.789760 0.142 0.156 -0.130
N 0.997219 0.111180 -1.325017 -0.177 0.004 0.222
F -0.103686 -1.609043 0.818088 -0.164 -0.095 -0.010
H 0.888265 2.557212 -0.465240 -0.024 -0.010 -0.057
H 0.335037 3.230186 4.683996 -0.007 0.005 0.003
C 3.391897 -0.341497 -2.468192 -0.015 0.035 0.031
N -0.115014 1.207360 1.416696 -0.023 0.067 0.127
C 0.193289 2.664775 3.770453 -0.020 -0.034 -0.025
N 4.581417 -0.678497 -2.877356 -0.021 0.005 -0.014
I -2.007515 1.762342 -1.524050 0.149 -0.339 0.233
N 3.196126 0.838550 -1.871853 -0.006 -0.019 0.005
C 0.024724 -2.830513 -3.371497 -0.004 0.028 0.029
C 1.154127 1.756714 3.372084 -0.021 0.016 -0.019
H -2.713835 4.031271 2.595272 -0.020 -0.019 0.013
F -2.013532 -2.941475 0.733721 0.046 0.132 -0.018
C 0.053142 -1.808561 -2.452344 -0.002 -0.005 -0.014
H -1.643782 4.691369 3.834824 -0.013 0.000 0.019
H -3.074843 -1.672247 -1.440344 -0.010 -0.008 -0.003
F -2.214809 -0.600684 0.839321 -0.030 0.146 -0.077
Re -0.650145 0.000303 -0.267991 -0.015 0.343 -0.476
F -0.770407 -3.267817 2.634324 -0.011 0.008 0.027
C -1.063425 2.094940 1.852831 -0.025 0.049 0.013
H -1.255327 -4.268505 -4.334439 -0.001 -0.003 0.003
F -2.993779 -2.222562 2.672556 0.020 -0.020 0.006
C -0.966502 2.839690 3.005819 0.037 -0.025 -0.003
H 2.043303 1.587997 3.962974 0.007 0.003 -0.010
F -1.069167 -1.001342 2.854820 -0.034 -0.039 -0.110
C -2.325454 -3.043132 -2.931838 0.009 -0.008 -0.007
H -1.943509 2.188412 1.234856 0.015 0.021 0.061
C -2.220343 -2.018566 -2.006245 -0.018 0.015 0.053
H -2.665269 3.304322 4.205598 -0.006 0.029 0.018
N 2.364385 -1.235184 -2.729623 -0.027 -0.028 0.014
H 4.726457 -1.550236 -3.369341 0.005 -0.001 0.003
H 5.364555 -0.051951 -2.739041 0.002 -0.003 0.003
P -1.625411 -2.177192 2.019311 -0.054 -0.197 0.148
C 2.022684 1.085267 -1.358975 0.113 0.073 0.008
C 1.243967 -0.986747 -2.183204 0.070 -0.106 -0.096
C 0.972032 1.035345 2.206000 0.057 -0.031 0.036
H -3.289937 -3.499661 -3.107277 -0.001 -0.001 0.002
N 1.759490 2.294350 -0.893676 0.046 -0.045 0.128
C -2.060923 3.772132 3.426562 0.021 0.000 -0.046
N -1.046645 -1.415904 -1.767841 0.023 -0.109 -0.087
H 0.930428 -3.107245 -3.892949 -0.004 -0.004 -0.005
H 2.503794 2.979601 -0.939034 -0.006 0.004 -0.005
C -1.194105 -3.464396 -3.612512 -0.003 0.009 0.008
```
Forces are in eV/Å.

Calculated values
E_LUMO (alpha / beta): -13.52 / -12.54 eV
charge: +3
electronic energy: -131022.611 eV
energy relative to the best compared isomer or geometry (same formula, charge and spin): 1.6 kcal per mole
molar mass: 818.3 Da
frontier orbital gap (alpha / beta): 4.849 / 5.848 eV
spin multiplicity: 3



Question: What is the electronic energy in the second record?
Answer: -131022.611 eV



Question: What is the formula in the first record?
Answer: C7H15NS



Question: The lowest energy relative to the best compared isomer or geometry (same formula, charge and spin) belongs to which entry?
Answer: C14H14BrF6IN7PRe



Copy entry 1 word for word.
Density functional theory data (wB97M-V/def2-TZVPD) for a 2-piece molecular cluster, C7H15NS overall at a distorted geometry.

The geometry in XYZ format:
```
24
Properties=species:S:1:pos:R:3:forces:R:3
N -0.491164 -1.154048 1.949167 -1.446 -1.032 1.910
H 2.527062 1.331409 -2.037193 0.171 -0.869 1.117
H -0.234993 -0.020492 -1.430478 -0.234 -3.255 0.027
H 1.431118 4.401098 -1.860015 0.076 1.462 1.360
H -0.843456 -2.900765 0.924942 1.401 -1.268 -1.912
H -0.059234 1.400433 2.012562 1.245 -0.836 -1.597
H -2.868519 -2.833632 1.001761 0.082 0.192 1.004
C 0.066328 -0.549022 1.014728 0.865 0.208 0.209
C -2.452424 -2.594940 2.023225 -1.354 -2.684 -0.799
C -0.965004 -2.507711 1.876168 0.266 0.978 1.478
C 0.507394 0.769605 1.228718 -0.156 2.852 -1.041
H 2.014204 -0.256794 -1.187690 0.803 0.361 -0.203
H -2.913695 -1.694050 2.306224 -0.516 1.078 0.868
H -1.296103 1.343394 -1.480688 0.130 0.177 0.515
H 0.049303 1.235914 -2.590442 0.342 0.024 -0.256
H 0.631350 3.865931 -3.234182 -0.440 0.041 -0.294
C 1.459496 3.625786 -2.566838 0.343 -1.438 -0.997
S 0.896577 1.603674 -0.313151 0.070 -0.367 1.248
C 2.422135 0.764362 -1.063182 -2.854 0.371 -1.372
H 3.270653 0.789188 -0.430146 0.547 0.257 0.719
C -0.280664 0.974080 -1.596177 0.399 2.965 -0.213
H -0.508684 -3.100507 2.683795 0.238 0.116 -0.504
H 0.366531 -1.009283 0.084115 -0.021 -0.710 -0.568
H -2.728211 -3.483631 2.684777 0.041 1.375 -0.699
```
Forces are in eV/Å.

Calculated values
E_LUMO (alpha / beta): -1.64 / -1.64 eV
electronic energy: -19819.084 eV
energy relative to the best compared isomer or geometry (same formula, charge and spin): 156.6 kcal per mole
molar mass: 145.3 Da
frontier orbital gap (alpha / beta): 5.337 / 5.336 eV